No. 1
DFT (ωB97M-V/def2-TZVPD) results for a molecular structure, C55H51N5O4P2ReS.

Computed properties:
Energy above the lowest of the compared OMol25 structures with the same formula, charge and spin (kcal/mol): 72.9
Electronic energy (eV): -105032.9314
⟨S²⟩: 0.758
LUMO level (spin up / spin down) (eV): -5.36 / -6.10
Total charge: +2
Spin multiplicity: 2

```
119
Properties=species:S:1:pos:R:3:mulliken_spin:R:1
Re -0.08846 -0.13495 -0.04769 0.64
O -1.94764 1.58270 -2.34259 -0.01
S -0.67610 1.74016 -1.62194 0.03
C 0.54168 2.13276 -2.84797 0.00
C 0.20999 3.02044 -3.87290 0.00
C 1.18179 3.33025 -4.80284 0.00
C 2.45053 2.75324 -4.72398 0.00
C 2.73960 1.83301 -3.73660 0.00
C 1.75981 1.49657 -2.79667 -0.01
P 1.99126 0.26127 -1.50838 0.02
C 3.60790 0.70871 -0.85673 0.00
C 4.71074 -0.13780 -0.96073 0.00
C 5.96078 0.30646 -0.55126 0.00
C 6.11491 1.58737 -0.04142 0.00
C 5.01822 2.43337 0.05867 0.00
C 3.77043 1.99507 -0.35070 0.00
C 2.25984 -1.28488 -2.44025 0.01
C 2.56486 -2.45738 -1.74101 -0.01
C 2.69483 -3.66108 -2.40970 -0.01
C 2.50396 -3.72037 -3.78635 0.00
C 2.20197 -2.56526 -4.48747 0.00
C 2.08478 -1.35020 -3.81982 0.00
C -0.76504 3.25397 -0.67889 0.00
C -1.31021 4.37215 -1.30840 0.00
C -1.43982 5.54570 -0.59213 0.00
C -1.04403 5.60338 0.74283 0.00
C -0.56275 4.47283 1.37390 0.00
C -0.41970 3.27908 0.66343 -0.03
P -0.05456 1.74219 1.54509 0.10
C -1.58559 1.59193 2.53145 0.00
C -1.74501 0.81884 3.78897 0.00
C -2.94273 0.38438 4.18472 0.00
C -4.20673 0.56858 3.39162 0.00
C -3.99040 1.28023 2.04374 0.00
C -2.67415 1.92648 1.81949 -0.01
C 1.40759 2.06207 2.55571 0.02
C 2.25811 3.13012 2.28056 0.00
C 3.39147 3.33760 3.05341 0.00
C 3.68825 2.47801 4.10025 0.00
C 2.85214 1.40410 4.37399 0.00
C 1.72154 1.19263 3.60247 0.00
H -0.78251 3.43616 -3.95719 0.00
H 0.95428 4.02828 -5.59774 0.00
H 3.20420 3.01185 -5.45597 0.00
H 3.71063 1.35400 -3.70028 0.00
H 4.61083 -1.13280 -1.36686 0.00
H 6.81648 -0.35008 -0.64041 0.00
H 7.09345 1.93238 0.26648 0.00
H 5.14020 3.43686 0.44413 0.00
H 2.92082 2.66339 -0.29031 0.00
H 2.70147 -2.43208 -0.66744 0.01
H 2.94878 -4.55724 -1.85755 0.00
H 2.60052 -4.66328 -4.30869 0.00
H 2.06549 -2.59990 -5.56066 0.00
H 1.85232 -0.46267 -4.39313 0.00
H -1.66701 4.31969 -2.32545 0.00
H -1.87015 6.41670 -1.06819 0.00
H -1.14493 6.52745 1.29623 0.00
H -0.31626 4.50148 2.42834 0.00
H -0.88670 0.67338 4.43082 0.00
H -3.03512 -0.12015 5.13936 0.00
H -4.97520 1.00852 4.03059 0.00
H -4.82176 1.91498 1.74565 0.00
H -2.60460 2.53139 0.92649 0.00
H 2.02652 3.82624 1.48496 0.00
H 4.03554 4.18218 2.84499 0.00
H 4.56837 2.64718 4.70669 0.00
H 3.07548 0.73140 5.19196 0.00
H 1.09716 0.33506 3.81619 0.00
O -4.37504 -1.94862 3.09354 0.00
C -4.73637 -0.68474 2.61410 0.00
C -6.23583 -0.68380 2.54914 0.00
C -6.93231 -0.48996 1.43493 0.00
C -6.28386 -0.24423 0.13901 0.00
C -4.96753 -0.09045 0.03714 0.00
C -4.10887 -0.11539 1.26716 0.00
C -2.71280 -0.57432 0.95384 0.03
O -2.07063 0.03371 -0.03025 0.00
N -2.11837 -1.41234 1.71859 0.01
N -0.72805 -1.39205 1.50956 0.01
C -0.11210 -2.07276 2.40839 -0.02
C 1.30545 -2.13913 2.57383 0.01
C 1.83585 -2.87718 3.64433 -0.01
C 3.18924 -2.87679 3.88682 0.02
C 4.02343 -2.11748 3.06092 -0.01
C 3.51448 -1.38538 2.00586 0.03
C 2.14457 -1.40515 1.74622 -0.01
O 1.68316 -0.68514 0.69574 0.07
H -3.42983 -2.06191 2.91283 0.00
H -6.72706 -0.92633 3.48510 0.00
H -8.01325 -0.53959 1.46079 0.00
H -6.90718 -0.19457 -0.74477 0.00
H -4.48770 0.10691 -0.91547 0.00
H -0.74467 -2.59609 3.11939 0.00
H 1.16016 -3.43930 4.27872 0.00
H 3.60053 -3.44884 4.70674 0.00
H 5.08845 -2.09222 3.25513 0.00
H 4.15760 -0.78091 1.38598 0.01
C -0.63744 -3.97200 -0.21633 0.00
N -1.65689 -3.33056 -1.02806 0.01
C -3.00753 -3.84782 -0.82856 0.00
C -1.38466 -2.36839 -1.93307 0.03
N -0.45444 -1.43201 -1.71490 0.05
N -2.07712 -2.39611 -3.08950 0.01
C -2.47325 -3.65856 -3.71262 0.00
C -2.16064 -1.22444 -3.95211 0.00
H -0.58029 -5.03085 -0.48294 0.00
H -0.89971 -3.90701 0.83766 0.00
H 0.33200 -3.51282 -0.39289 -0.01
H -3.24205 -3.79154 0.23667 0.00
H -3.09453 -4.88830 -1.14861 0.00
H -3.72669 -3.24013 -1.37048 0.00
H -0.21905 -1.00871 -2.60091 0.00
H -2.04290 -4.49751 -3.17408 0.00
H -2.09139 -3.67368 -4.73420 0.00
H -3.55797 -3.76698 -3.74532 0.00
H -2.26860 -0.32157 -3.35903 0.00
H -3.03813 -1.33050 -4.58717 0.00
H -1.28254 -1.14066 -4.60370 0.00
```

---

No. 2
DFT (ωB97M-V/def2-TZVPD) results for 8 unconnected molecules or ions with the total composition C55H51O23P.

Computed properties:
SMILES string: CC(=O)OCCCCCCO[P@](=O)(OCC=O)OCCC(=O)O.O=C1C=CC(=O)C=C1.O=C1C=CC(=O)C=C1.O=C1C=CC(=O)C=C1.O=C1C=CC(=O)C=C1.O=C1C=CC(=O)C=C1.O=C1C=CC(=O)C=C1.O=C1C=CC(=O)C=C1
Electronic energy (eV): -114233.4218
LUMO level (eV): -1.87
Total charge: 0

```
130
Properties=species:S:1:pos:R:3:mulliken_charge:R:1
C 9.23622 1.55455 -4.00533 -0.75
C 8.17402 0.45164 -3.55456 0.60
O 8.62579 -0.63756 -3.12419 -0.55
O 6.76743 0.63537 -3.56908 -0.23
C 6.28817 1.16985 -4.82643 -0.30
C 4.77337 1.71020 -4.58098 -0.82
C 3.70195 0.85950 -5.46770 0.17
C 3.35447 1.61622 -6.86404 -0.82
C 2.05767 1.01755 -7.59612 -0.42
C 0.71957 1.19330 -6.68321 -0.57
O 0.25171 -0.15850 -6.41130 -0.37
P -0.61902 -0.27120 -4.97223 1.33
O -0.13009 0.62646 -3.83657 -0.70
O -0.40501 -1.89575 -4.42868 -0.43
C 0.99864 -1.94444 -3.98584 0.44
C 1.69126 -3.35940 -4.31837 -0.15
O 2.94523 -3.32450 -4.45943 -0.47
O -2.25941 -0.10200 -5.36098 -0.37
C -3.09926 -0.08518 -4.18103 -0.53
C -4.24896 1.02721 -4.44924 -0.62
C -3.72341 2.50993 -4.08489 0.52
O -3.21948 3.29116 -4.91954 -0.57
O -3.84992 2.97384 -2.73153 -0.39
H 8.97416 1.95680 -5.04935 0.28
H 9.19746 2.38322 -3.20455 0.25
H 10.29745 1.12861 -3.95569 0.28
H 6.22651 0.39569 -5.66429 0.29
H 6.88116 2.05373 -5.23132 0.12
H 4.46831 1.63899 -3.48216 0.36
H 4.65194 2.79647 -4.91309 0.30
H 4.16980 -0.17558 -5.65862 0.42
H 2.71496 0.75690 -4.88282 -0.20
H 3.26567 2.73118 -6.62156 0.36
H 4.30739 1.50032 -7.50865 0.28
H 1.91501 1.57625 -8.58411 0.16
H 2.22753 -0.08955 -7.86914 0.35
H -0.03095 1.76254 -7.33581 0.34
H 1.05201 1.78041 -5.76880 0.39
H 1.03752 -1.69621 -2.86046 0.28
H 1.65526 -1.15749 -4.49331 -0.26
H 1.10260 -4.33517 -4.46821 0.30
H -3.64015 -1.07221 -3.98011 0.33
H -2.56975 0.22701 -3.22190 0.39
H -4.61215 0.97219 -5.53687 0.32
H -5.18008 0.85924 -3.80399 0.35
H -3.76673 3.95324 -2.81230 0.29
C -6.55404 1.97978 2.14170 -0.41
C -6.70537 3.28019 2.39380 -0.42
C -6.21366 4.30626 1.45042 0.23
O -6.34979 5.49367 1.68019 -0.58
C -5.54912 3.83499 0.21613 -0.44
C -5.39768 2.53474 -0.03616 -0.26
C -5.88998 1.50896 0.90819 0.30
O -5.75358 0.31996 0.67794 -0.61
H -6.90622 1.21817 2.81900 0.85
H -7.19006 3.64201 3.29184 0.44
H -5.19586 4.60021 -0.46382 0.37
H -4.91330 2.17357 -0.93364 0.55
C -6.08330 0.01049 6.71287 -0.36
C -5.16421 -0.80062 7.23629 -0.57
C -4.04787 -1.32215 6.41894 0.43
O -3.20941 -2.06469 6.89620 -0.54
C -3.98902 -0.90904 5.00147 -0.21
C -4.90831 -0.09766 4.47767 -0.35
C -6.02453 0.42405 5.29428 0.66
O -6.86591 1.16824 4.81823 -0.59
H -6.90797 0.40136 7.29608 0.48
H -5.19185 -1.11268 8.27307 0.45
H -3.16619 -1.29886 4.41974 0.22
H -4.87965 0.21363 3.44108 0.35
C 0.93647 0.10763 3.47881 -0.56
C 2.09775 -0.51084 3.26512 -0.42
C 2.23234 -1.97195 3.44540 0.37
O 3.29230 -2.53723 3.25210 -0.57
C 1.03069 -2.72044 3.87024 -0.30
C -0.13094 -2.10173 4.08396 0.01
C -0.26593 -0.64080 3.90332 0.41
O -1.32726 -0.07246 4.09561 -0.44
H 0.81968 1.17670 3.35220 0.44
H 2.98746 0.02196 2.95307 0.43
H 1.14822 -3.78729 3.99622 0.41
H -1.02019 -2.63480 4.39622 0.25
C -6.44998 4.51175 7.54402 -0.52
C -6.04396 3.99825 6.38213 0.07
C -4.86845 4.54547 5.67038 0.41
O -4.49720 4.08023 4.60802 -0.51
C -4.16057 5.68183 6.29807 -0.45
C -4.56669 6.19496 7.46003 -0.38
C -5.74187 5.64808 8.17123 0.25
O -6.11165 6.11442 9.23203 -0.56
H -7.30866 4.12424 8.07811 0.45
H -6.55095 3.16583 5.90980 0.40
H -3.30205 6.06962 5.76417 0.43
H -4.06008 7.02731 7.93254 0.41
C 2.71400 5.12121 -11.69783 -0.39
C 2.12297 4.72460 -10.57022 -0.33
C 2.89133 4.56298 -9.31769 0.45
O 2.35319 4.19908 -8.28872 -0.52
C 4.33908 4.85931 -9.36280 -0.32
C 4.93031 5.25591 -10.49026 -0.37
C 4.16197 5.41766 -11.74317 0.32
O 4.69987 5.78115 -12.77118 -0.55
H 2.16706 5.24419 -12.62420 0.40
H 1.06383 4.50418 -10.51954 0.43
H 4.88594 4.73625 -8.43625 0.44
H 5.98938 5.47627 -10.54079 0.41
C -1.50076 -4.86943 6.49523 -0.20
C -2.31260 -5.90700 6.70210 -0.44
C -1.78354 -7.28276 6.82350 0.33
O -2.52382 -8.22999 7.01012 -0.56
C -0.32024 -7.46291 6.70838 -0.29
C 0.49063 -6.42532 6.50182 -0.42
C -0.03815 -5.05117 6.38042 0.20
O 0.70558 -4.10351 6.19285 -0.58
H -1.87095 -3.85573 6.40341 0.58
H -3.38600 -5.79214 6.78954 0.45
H 0.05087 -8.47602 6.80013 0.48
H 1.56238 -6.53976 6.41454 0.45
C 6.27297 -8.05046 5.64202 -0.37
C 5.09288 -8.52517 6.04181 -0.46
C 3.82687 -7.98387 5.50408 0.38
O 2.74797 -8.41576 5.87075 -0.53
C 3.91919 -6.89754 4.50532 -0.14
C 5.09907 -6.42234 4.10522 -0.38
C 6.36570 -6.96384 4.64304 0.35
O 7.44208 -6.53315 4.27790 -0.54
H 7.20989 -8.43445 6.02568 0.40
H 5.00724 -9.32065 6.77169 0.42
H 2.98214 -6.51342 4.12170 0.43
H 5.18419 -5.62658 3.37543 0.45
```

---

No. 3
DFT (ωB97M-V/def2-TZVPD) results for a molecular structure, C55H52CuFNOP2SSi.

Computed properties:
Electronic energy (eV): -146062.8712
⟨S²⟩: 0.756
LUMO level (spin up / spin down) (eV): 0.49 / 0.27
Total charge: 0
Spin multiplicity: 2

```
115
Properties=species:S:1:pos:R:3:mulliken_spin:R:1
Cu 1.18302 0.72714 0.05957 0.00
O -2.54217 3.79695 -0.87303 0.00
S -1.81695 2.55680 -1.29862 0.02
C -2.82814 1.83448 -2.60804 -0.01
C -3.99972 2.54614 -2.85817 0.00
C -4.75658 2.25791 -3.97993 -0.01
C -4.30436 1.29606 -4.87469 0.02
C -3.13496 0.60077 -4.61122 0.00
C -2.37909 0.83383 -3.45923 0.33
P -0.84314 -0.40374 -3.13383 0.05
C -1.86560 -1.84333 -3.68408 -0.01
C -1.65829 -2.63625 -4.80883 0.00
C -2.50511 -3.69933 -5.10232 0.00
C -3.57571 -3.99445 -4.27304 0.00
C -3.80015 -3.21110 -3.14866 0.01
C -2.95868 -2.14675 -2.86870 0.07
C 0.12019 0.29651 -4.54623 0.06
C 0.18336 1.68753 -4.63776 0.02
C 0.92675 2.30928 -5.62686 0.00
C 1.62350 1.55170 -6.55856 0.01
C 1.58957 0.16960 -6.47028 0.00
C 0.85781 -0.44918 -5.46410 0.02
C -2.13570 1.40580 0.06028 0.00
C -3.19363 0.51266 0.02458 0.01
C -3.53226 -0.21633 1.15858 0.00
C -2.82634 -0.01907 2.33257 0.00
C -1.77969 0.89639 2.36930 0.00
C -1.39962 1.61175 1.23818 0.01
P 0.06109 2.73644 1.16150 -0.01
C -0.66870 4.41366 1.26582 0.00
C -1.92688 4.66463 1.80073 0.00
C -2.37387 5.96953 1.94163 0.00
C -1.56791 7.03034 1.54794 0.00
C -0.31715 6.78246 1.00047 0.00
C 0.12893 5.47658 0.85578 0.00
C 0.86358 2.70497 2.81751 0.00
C 2.25686 2.68653 2.79329 0.00
C 2.99865 2.82525 3.96229 0.00
C 2.34973 2.98244 5.17566 0.00
C 0.95987 3.02915 5.21326 0.00
C 0.22687 2.91352 4.04419 0.00
H -4.27607 3.33800 -2.17371 0.00
H -5.67257 2.80235 -4.17087 0.00
H -4.85878 1.08637 -5.78161 0.00
H -2.80065 -0.14142 -5.32754 0.01
H -0.84406 -2.42955 -5.48649 0.00
H -2.32775 -4.29142 -5.99162 0.00
H -4.23265 -4.82341 -4.50378 0.00
H -4.63366 -3.42741 -2.49172 0.00
H -3.16414 -1.52222 -2.00542 0.01
H -0.33440 2.29329 -3.90656 0.00
H 0.96478 3.39052 -5.66532 0.00
H 2.20035 2.03538 -7.33684 0.00
H 2.14362 -0.43647 -7.17618 0.00
H 0.90316 -1.52566 -5.39970 0.00
H -3.77180 0.40675 -0.88498 0.00
H -4.35171 -0.92335 1.12486 0.00
H -3.08989 -0.57149 3.22623 0.00
H -1.24258 1.03382 3.29461 0.00
H -2.57728 3.84318 2.07857 0.00
H -3.35906 6.15746 2.34934 0.00
H -1.92011 8.04821 1.65613 0.00
H 0.30769 7.60472 0.67544 0.00
H 1.09836 5.28076 0.40995 0.00
H 2.76548 2.56284 1.84326 0.00
H 4.08044 2.80528 3.92085 0.00
H 2.92120 3.09147 6.08879 0.00
H 0.44834 3.18400 6.15481 0.00
H -0.85069 3.01369 4.08850 0.00
C 0.67549 -1.59858 -2.58540 0.38
Si 1.05867 -2.67976 -1.14487 -0.03
C 2.22538 -1.91412 0.14017 0.01
N 1.78715 -0.90784 1.14065 0.00
C 2.94484 -0.59919 2.03273 0.00
C 3.16538 -1.64273 3.11936 0.00
C 1.95925 -1.65261 4.08200 0.00
C 0.74089 -1.01350 3.40842 0.00
C 0.65133 -1.44981 1.95654 0.00
C -0.42724 -3.48677 -0.33756 0.01
C -1.61304 -2.77095 -0.15665 -0.07
C -2.72663 -3.35634 0.42808 0.01
C -2.67181 -4.67885 0.84697 0.00
C -1.50044 -5.40675 0.68450 0.00
C -0.39105 -4.81536 0.09359 0.00
C 2.08639 -4.09446 -1.84880 0.00
C 3.35732 -4.46779 -1.40522 0.01
C 4.03176 -5.54728 -1.96634 0.00
C 3.44336 -6.27985 -2.98508 0.00
C 2.18036 -5.92713 -3.44492 0.00
C 1.51648 -4.84760 -2.88296 -0.01
H 0.63817 -2.28262 -3.43882 -0.01
H 1.51933 -0.91919 -2.72083 0.03
H 3.05117 -1.47832 -0.43227 0.00
H 2.63834 -2.77842 0.68151 0.00
H 2.76688 0.36013 2.50758 0.00
H 3.82277 -0.48480 1.39532 0.00
H 4.09070 -1.40479 3.64664 0.00
H 3.31150 -2.63081 2.67808 0.00
H 2.19662 -1.11816 5.00346 0.00
H 1.71943 -2.68020 4.36364 0.00
H 0.80261 0.07632 3.46394 0.00
H -0.18161 -1.30399 3.91572 0.00
H -0.28825 -1.13355 1.50685 0.00
H 0.67250 -2.54456 1.92122 0.00
H -1.65863 -1.72986 -0.46700 0.06
H -3.63818 -2.78344 0.55172 0.00
H -3.54307 -5.14564 1.28952 0.00
H -1.45329 -6.43795 1.01263 0.00
H 0.51304 -5.40032 -0.03843 0.00
H 3.84881 -3.91154 -0.61690 0.00
H 5.01784 -5.81368 -1.60627 0.00
H 3.96464 -7.12316 -3.41995 0.00
H 1.71463 -6.49320 -4.24227 0.00
H 0.52530 -4.59408 -3.25111 0.00
F 0.83466 1.11515 -1.74952 0.01
```